Record 1
Entry from the OMol25 dataset: a structure of composition C43H39N5O6P2Sr at a distorted geometry (ωB97M-V/def2-TZVPD).

Geometry as XYZ:
```
96
Properties=species:S:1:pos:R:3:lowdin_charge:R:1
Sr 0.14 2.11 1.93 1.459
O -2.89 -3.21 4.68 0.059
C -2.28 -2.06 4.22 -0.273
C -2.96 -1.13 3.46 0.046
C -2.31 0.05 3.12 -0.201
N -1.00 0.17 3.29 0.040
C -0.31 -0.83 3.83 -0.224
C -0.87 -1.96 4.38 0.045
C 1.21 -0.63 3.82 -0.589
O 1.92 -1.22 4.66 -0.012
O 1.59 0.23 2.94 -0.183
C -3.09 1.15 2.37 -0.645
O -4.28 0.98 2.16 0.039
O -2.40 2.20 2.08 -0.198
H -3.84 -3.21 4.56 0.104
H -4.04 -1.21 3.16 0.145
H -0.35 -2.75 4.90 0.132
C -0.49 -1.04 -1.11 -0.387
C -0.64 -1.23 0.45 -0.321
P -0.58 -3.06 1.11 1.130
C 0.92 -3.60 0.22 -0.395
C 1.05 -3.98 -1.13 -0.105
C 2.31 -4.30 -1.65 -0.068
C 3.47 -4.18 -0.86 -0.091
C 3.30 -3.95 0.47 -0.118
C 2.06 -3.62 1.01 -0.109
C -1.82 -3.78 0.02 -0.409
C -2.91 -3.18 -0.58 -0.100
C -3.70 -3.86 -1.50 -0.076
C -3.36 -5.13 -1.90 -0.097
C -2.35 -5.78 -1.24 -0.082
C -1.56 -5.11 -0.29 -0.131
P -0.07 0.67 -1.57 1.076
C 0.06 0.39 -3.43 -0.320
C 0.81 -0.62 -4.01 -0.093
C 0.68 -0.91 -5.36 -0.084
C -0.16 -0.15 -6.16 -0.084
C -0.96 0.81 -5.59 -0.084
C -0.85 1.10 -4.23 -0.099
C 1.63 0.83 -0.98 -0.372
C 2.43 -0.34 -0.67 -0.026
C 3.66 -0.17 0.04 -0.042
C 4.12 1.11 0.34 -0.069
C 3.27 2.20 0.08 -0.104
C 2.11 2.05 -0.57 -0.192
H -1.44 -1.24 -1.62 0.079
H 0.22 -1.77 -1.48 0.031
H -1.55 -0.80 0.84 0.052
H 0.18 -0.81 0.97 0.010
H 0.19 -3.93 -1.77 0.103
H 2.41 -4.49 -2.72 0.103
H 4.48 -4.36 -1.21 0.109
H 4.16 -3.91 1.13 0.104
H 2.02 -3.33 2.08 0.111
H -3.16 -2.17 -0.32 0.105
H -4.46 -3.26 -1.98 0.105
H -3.91 -5.65 -2.65 0.095
H -2.03 -6.81 -1.47 0.109
H -0.87 -5.73 0.24 0.106
H 1.36 -1.33 -3.41 0.094
H 1.19 -1.81 -5.72 0.111
H -0.23 -0.37 -7.20 0.096
H -1.65 1.33 -6.20 0.096
H -1.41 1.95 -3.85 0.060
H 2.12 -1.34 -0.84 0.066
H 4.23 -1.07 0.30 0.103
H 5.03 1.32 0.81 0.079
H 3.75 3.12 0.32 0.108
H 1.57 2.97 -0.72 0.095
N 3.38 1.10 5.23 0.206
C 4.10 1.37 4.18 -0.511
N 4.94 0.39 3.77 0.198
N 4.11 2.51 3.50 0.124
C 3.02 3.12 3.27 -0.426
N 2.05 3.75 3.01 0.035
H 2.86 0.23 5.25 0.068
H 2.81 1.84 5.61 0.126
H 4.89 -0.56 4.16 0.133
H 5.34 0.50 2.85 0.084
C -2.04 5.63 1.28 0.004
C -1.54 4.77 0.14 -0.363
O -0.60 4.03 0.33 -0.078
C -2.00 4.93 -1.29 -0.131
C -2.97 5.86 -1.65 -0.017
C -3.18 6.15 -3.00 -0.092
C -2.49 5.51 -3.99 -0.060
C -1.60 4.47 -3.62 -0.066
C -1.37 4.17 -2.30 -0.024
H -3.05 5.35 1.58 0.100
H -2.06 6.71 1.00 0.095
H -1.37 5.52 2.15 0.094
H -3.45 6.45 -0.87 0.110
H -3.96 6.89 -3.16 0.108
H -2.79 5.79 -4.99 0.108
H -1.19 3.87 -4.39 0.077
H -0.70 3.31 -2.05 0.072
```

Relative energy (zero: lowest compared OMol25 entry of this formula, charge and spin) (kcal per mole): 0.0
LUMO energy (eV): -0.1
Energy (hartree): -3100.81156



Record 2
Entry from the OMol25 dataset: a structure of composition C20H24AuN3O2S (ωB97M-V/def2-TZVPD).

Geometry as XYZ:
```
51
Properties=species:S:1:pos:R:3:lowdin_charge:R:1
Au 0.19 1.31 -0.59 0.925
N -3.84 2.15 -2.56 0.099
C -2.55 1.90 -2.33 -0.821
S -1.73 2.79 -1.14 0.712
N -2.04 0.95 -3.18 0.015
N -0.80 0.67 -2.91 -0.074
C -0.19 -0.20 -3.69 -0.064
C 1.19 -0.39 -3.61 -0.143
C 1.76 -1.42 -4.42 -0.053
C 3.10 -1.65 -4.45 -0.083
C 3.96 -0.84 -3.67 -0.063
C 3.47 0.16 -2.89 -0.013
C 2.07 0.45 -2.81 -0.357
O 1.70 1.43 -2.08 -0.173
H -4.34 2.82 -2.00 0.099
H -4.29 1.67 -3.32 0.111
H -0.78 -0.78 -4.41 0.126
H 1.09 -2.03 -5.01 0.112
H 3.51 -2.45 -5.05 0.103
H 5.03 -1.02 -3.69 0.109
H 4.12 0.79 -2.29 0.119
C 1.46 -1.67 -0.17 -0.065
C 0.01 -1.70 0.31 -0.397
C -0.57 -3.10 0.11 -0.070
C -0.10 -1.20 1.73 -0.143
C 0.19 -2.07 2.78 -0.053
C 0.09 -1.69 4.10 -0.090
C -0.32 -0.39 4.40 -0.045
C -0.61 0.52 3.40 -0.141
C -1.05 1.92 3.77 -0.375
C -2.48 2.22 3.31 -0.064
C -0.08 3.00 3.31 -0.063
C -0.49 0.12 2.04 -0.275
O -0.82 1.04 1.13 -0.322
H 1.56 -2.02 -1.20 0.075
H 2.08 -2.31 0.46 0.089
H 1.90 -0.66 -0.12 0.058
H -0.59 -1.04 -0.32 0.096
H 0.05 -3.87 0.58 0.072
H -0.62 -3.33 -0.96 0.076
H -1.58 -3.18 0.52 0.087
H 0.50 -3.09 2.55 0.105
H 0.33 -2.38 4.90 0.097
H -0.42 -0.08 5.43 0.108
H -1.06 1.94 4.87 0.123
H -2.53 2.27 2.22 0.060
H -2.81 3.18 3.72 0.075
H -3.17 1.45 3.65 0.081
H -0.03 3.04 2.22 0.059
H 0.93 2.80 3.68 0.081
H -0.39 3.98 3.68 0.076
```

Relative energy (zero: lowest compared OMol25 entry of this formula, charge and spin) (kcal per mole): 17.4
2S+1: 3
LUMO energy (alpha / beta) (eV): -0.3 / -2.5
Energy (hartree): -1625.03979
Expectation value of S²: 2.039